Entry 1:
{
  "formula": "C5H12NO",
  "method": "ωB97M-V/def2-TZVPD",
  "symbols": ["O", "C", "C", "N", "H", "H", "H", "H", "H", "H", "C", "C", "C", "H", "H", "H", "H", "H", "H"],
  "positions_angstrom": [[1.1482, -3.1303, 1.8964], [0.5905, -2.1502, 1.4910], [0.9278, -1.6098, 0.1188], [2.1527, -2.3496, -0.3586], [-0.1536, -1.5957, 2.0820], [0.1242, -1.7994, -0.5908], [1.1570, -0.5453, 0.1076], [2.5448, -1.9153, -1.1988], [2.8670, -2.3602, 0.3744], [1.9436, -3.3291, -0.5625], [-1.8160, 3.0835, -1.1437], [-1.3654, 2.4404, 0.1231], [-1.0450, 1.1714, 0.3011], [-1.2077, 3.9437, -1.4065], [-1.8479, 2.3687, -1.9679], [-2.8478, 3.4182, -1.0121], [-1.2828, 3.1061, 0.9771], [-0.7960, 0.7933, 1.2862], [-1.0936, 0.4599, -0.5168]],
  "atomic_forces_ev_per_a": [[0.11, -0.04, 0.00], [-0.10, 0.12, 0.24], [0.40, -0.07, -0.31], [-0.05, 0.11, -0.17], [-0.07, -0.06, -0.11], [-0.09, 0.05, 0.02], [-0.11, 0.04, 0.14], [-0.05, -0.08, 0.08], [-0.01, -0.03, 0.04], [-0.03, -0.03, 0.06], [-0.44, -0.50, -0.06], [0.28, 0.49, 0.13], [-0.04, -0.38, -0.03], [0.05, 0.07, -0.03], [0.21, 0.06, -0.03], [0.06, 0.22, 0.02], [-0.11, -0.02, 0.06], [0.07, 0.04, 0.01], [-0.10, -0.01, -0.06]],
  "e_lumo_ev": -4.0,
  "orbital_gap_ev": 8.78,
  "homo_ev": -12.8,
  "energy_ev": -8909.122,
  "e_above_lowest_kj_mol": 145.4,
  "total_charge": 1
}

***

Entry 2:
{
  "formula": "C38H67Br2N2O10S",
  "method": "ωB97M-V/def2-TZVPD",
  "symbols": ["C", "C", "Br", "C", "Br", "N", "C", "C", "C", "C", "O", "O", "S", "C", "C", "O", "C", "C", "N", "C", "C", "C", "O", "H", "H", "H", "H", "H", "H", "H", "H", "H", "H", "H", "H", "H", "H", "H", "H", "H", "H", "H", "C", "C", "C", "O", "C", "H", "H", "H", "H", "H", "H", "H", "H", "C", "C", "C", "O", "C", "H", "H", "H", "H", "H", "H", "H", "H", "C", "C", "C", "O", "C", "H", "H", "H", "H", "H", "H", "H", "H", "C", "C", "C", "O", "C", "H", "H", "H", "H", "H", "H", "H", "H", "C", "C", "C", "O", "C", "H", "H", "H", "H", "H", "H", "H", "H", "C", "C", "C", "O", "C", "H", "H", "H", "H", "H", "H", "H", "H"],
  "positions_angstrom": [[-0.0570, 4.0295, 1.4698], [-0.4303, 2.7115, 0.7073], [0.2290, 1.0000, 1.3344], [-1.2024, 2.7421, -0.4204], [-1.6128, 1.0377, -1.3321], [-1.7401, 3.9385, -1.0464], [-0.8413, 4.8452, -1.5895], [-1.2905, 6.0734, -2.2646], [-2.7456, 6.3201, -2.3766], [-3.4073, 7.5299, -3.0882], [-4.3299, 7.3287, -3.8286], [-2.9725, 8.8605, -2.9631], [-3.1834, 9.2548, -1.3130], [-3.6496, 5.3187, -1.7520], [-3.1341, 4.1313, -1.0806], [-3.8740, 3.1787, -0.4715], [-4.8115, 2.5189, -1.3786], [-6.2670, 3.1092, -1.3676], [-7.0879, 2.6605, -0.2178], [-8.4788, 3.1041, -0.4935], [-8.9071, 4.4224, 0.2414], [-8.2797, 5.7465, -0.3490], [-8.6862, 4.4081, 1.6590], [0.5321, 4.7404, 0.8346], [-0.9513, 4.4983, 1.9619], [0.6310, 3.7273, 2.3139], [0.2683, 4.6884, -1.5412], [-0.5696, 6.8121, -2.6883], [-1.9536, 8.8995, -0.7754], [-4.7416, 5.5287, -1.8215], [-4.8884, 1.4460, -1.0292], [-4.3819, 2.4528, -2.4227], [-6.2256, 4.2289, -1.3145], [-6.7296, 2.8604, -2.3752], [-7.1012, 1.6314, -0.2235], [-9.1573, 2.2818, -0.1088], [-8.7277, 3.2303, -1.5849], [-10.0321, 4.5176, 0.0954], [-8.7597, 6.6781, 0.0588], [-8.2904, 5.7269, -1.4797], [-7.1930, 5.7754, -0.0419], [-8.9515, 5.2882, 1.9871], [3.7690, -2.0778, 0.7989], [3.8436, -3.2661, 1.7372], [2.6119, -3.0680, 2.5969], [1.6341, -2.4083, 1.7771], [2.2716, -1.9479, 0.5788], [4.3258, -2.2130, -0.1288], [4.1529, -1.1841, 1.3008], [3.7545, -4.1951, 1.1660], [4.7647, -3.3103, 2.3172], [2.8244, -2.4192, 3.4530], [2.2036, -4.0103, 2.9679], [1.9353, -2.5855, -0.2467], [1.9629, -0.9219, 0.3734], [8.5489, -6.4534, 2.0559], [9.1294, -5.2661, 2.7974], [8.1423, -4.1666, 2.4522], [6.8658, -4.7969, 2.2678], [7.0563, -6.2177, 2.2031], [8.8681, -7.4177, 2.4521], [8.8327, -6.4063, 1.0000], [9.1133, -5.4577, 3.8746], [10.1520, -5.0263, 2.5100], [8.4109, -3.6711, 1.5126], [8.0673, -3.4096, 3.2357], [6.6765, -6.6493, 3.1354], [6.4819, -6.6286, 1.3702], [1.3812, -7.5017, 2.1377], [0.5617, -7.5064, 3.4137], [1.4135, -8.3663, 4.3303], [2.7764, -8.1707, 3.9316], [2.7997, -7.4799, 2.6773], [1.1634, -6.6607, 1.4778], [1.2070, -8.4272, 1.5808], [0.4913, -6.4900, 3.8133], [-0.4500, -7.8926, 3.2856], [1.1775, -9.4291, 4.2117], [1.2980, -8.1001, 5.3827], [3.1368, -6.4540, 2.8663], [3.5120, -7.9623, 2.0051], [14.5784, -5.1420, 1.4943], [14.6522, -6.3309, 2.4324], [13.4155, -6.1319, 3.2897], [12.4425, -5.4735, 2.4665], [13.0830, -5.0126, 1.2689], [15.1379, -5.2772, 0.5683], [14.9597, -4.2482, 1.9970], [14.5656, -7.2600, 1.8613], [15.5720, -6.3745, 3.0160], [13.6254, -5.4827, 4.1462], [13.0053, -7.0735, 3.6594], [12.7496, -5.6502, 0.4428], [12.7767, -3.9854, 1.0611], [-11.8593, 8.4237, -2.6708], [-12.6086, 8.3848, -1.3531], [-11.7108, 7.5008, -0.5071], [-10.3684, 7.7060, -0.9730], [-10.4132, 8.4318, -2.2099], [-12.1114, 9.2814, -3.2946], [-12.0648, 7.5132, -3.2416], [-12.6559, 9.3896, -0.9234], [-13.6259, 8.0020, -1.4367], [-11.9550, 6.4413, -0.6416], [-11.7696, 7.7390, 0.5568], [-10.0651, 9.4514, -2.0136], [-9.7390, 7.9671, -2.9325], [-0.2762, -0.7421, -5.6011], [-0.2051, -1.9724, -4.7170], [-1.4224, -1.7912, -3.8291], [-2.3981, -1.0823, -4.6030], [-1.7733, -0.5791, -5.7919], [0.2638, -0.8454, -6.5425], [0.1294, 0.1230, -5.0670], [-0.3177, -2.8739, -5.3257], [0.7246, -2.0561, -4.1534], [-1.1861, -1.1827, -2.9493], [-1.8415, -2.7411, -3.4925], [-2.1327, -1.1740, -6.6377], [-2.0666, 0.4608, -5.9488]],
  "atomic_forces_ev_per_a": [[0.63, -1.19, 0.84], [-0.68, 1.02, -0.99], [-0.37, 1.56, -0.10], [0.67, -1.99, 0.85], [0.05, 1.73, 0.21], [0.13, 0.78, -0.08], [-1.12, 2.72, -1.52], [-1.79, -1.61, 0.99], [1.03, -2.30, 2.15], [-1.05, 0.21, -1.43], [0.88, -0.40, 0.75], [0.52, -1.78, 1.50], [0.70, 0.07, 0.18], [1.81, 0.67, -0.62], [-0.02, 1.28, -0.76], [1.13, 1.34, -1.22], [-1.59, -1.37, -0.63], [0.85, 0.38, -0.19], [-0.09, 0.02, -1.75], [-1.13, -0.28, 1.55], [-0.89, 1.40, -0.63], [0.99, -0.67, 0.03], [0.06, -0.07, -0.46], [-0.79, -0.58, 0.50], [0.75, -0.34, -0.77], [-0.75, 0.41, -0.92], [-1.48, -0.41, 0.21], [-0.57, -0.95, 0.49], [-0.70, 0.23, -0.65], [1.09, -0.45, 0.23], [0.35, 1.22, -0.14], [-0.38, 0.41, 1.17], [-0.05, -0.99, -0.13], [0.45, 0.10, 0.96], [0.09, 0.61, 0.07], [0.66, 0.97, -0.38], [0.38, -0.07, 0.86], [1.12, -0.29, -0.17], [0.36, -1.15, -0.64], [-0.29, 0.28, 1.18], [-0.91, -0.08, -0.21], [0.18, -0.65, -0.21], [0.10, 0.32, 0.00], [0.11, -0.30, -0.01], [-0.08, 0.13, 0.27], [0.15, 0.13, -0.14], [-0.17, -0.24, -0.09], [-0.04, -0.01, 0.04], [-0.01, -0.02, -0.06], [0.07, 0.01, 0.06], [-0.04, -0.09, -0.07], [0.04, -0.08, 0.04], [-0.10, 0.08, -0.03], [0.04, 0.07, -0.08], [-0.03, -0.04, -0.01], [0.05, -0.11, -0.31], [0.14, 0.14, 0.28], [-0.09, 0.12, -0.16], [0.20, -0.09, -0.02], [-0.23, -0.05, 0.22], [-0.04, 0.04, -0.01], [-0.01, -0.05, 0.04], [0.03, 0.03, -0.04], [-0.06, -0.05, 0.06], [0.08, 0.04, 0.03], [-0.11, -0.02, -0.04], [0.00, -0.10, -0.05], [-0.06, 0.11, 0.02], [-0.04, -0.18, -0.30], [-0.16, 0.26, 0.16], [0.11, -0.27, 0.07], [-0.24, 0.10, -0.17], [0.21, 0.15, 0.16], [0.03, -0.02, 0.03], [0.02, 0.06, -0.01], [-0.03, -0.05, 0.00], [0.05, 0.00, 0.02], [-0.09, 0.02, 0.05], [0.11, -0.03, -0.03], [0.03, 0.03, -0.12], [0.04, -0.02, 0.11], [0.17, 0.32, 0.01], [0.06, -0.34, -0.07], [-0.12, 0.12, 0.25], [0.34, -0.02, -0.10], [-0.23, -0.12, -0.14], [-0.05, 0.01, 0.03], [-0.01, -0.03, -0.06], [0.02, 0.02, 0.05], [-0.06, 0.01, 0.00], [0.05, -0.07, 0.04], [-0.09, 0.08, -0.03], [0.05, 0.06, -0.07], [-0.08, -0.04, 0.07], [-0.04, -0.20, -0.30], [-0.15, 0.26, 0.19], [0.05, -0.25, 0.08], [-0.49, 0.26, -0.22], [0.21, 0.21, 0.11], [0.04, -0.03, 0.04], [0.02, 0.06, -0.01], [-0.03, -0.06, 0.00], [0.06, 0.00, 0.02], [-0.09, 0.01, 0.04], [0.10, -0.02, -0.03], [0.00, 0.01, -0.10], [0.04, -0.04, 0.10], [0.16, 0.30, 0.02], [0.09, -0.30, -0.06], [-0.20, 0.04, 0.10], [0.26, 0.04, 0.02], [-0.22, -0.13, -0.17], [-0.05, 0.01, 0.04], [0.00, -0.02, -0.05], [0.02, 0.02, 0.07], [-0.06, 0.00, 0.00], [0.12, -0.10, 0.08], [-0.08, 0.09, 0.00], [0.04, 0.08, -0.05], [-0.08, -0.05, 0.06]],
  "e_lumo_ev": -4.9,
  "orbital_gap_ev": 5.59,
  "homo_ev": -10.4,
  "energy_ev": -214854.492,
  "total_charge": 1
}

***

Which formula does entry 1 have?
C5H12NO

***

Repeat the first record exactly.
{
  "formula": "C5H12NO",
  "method": "ωB97M-V/def2-TZVPD",
  "symbols": ["O", "C", "C", "N", "H", "H", "H", "H", "H", "H", "C", "C", "C", "H", "H", "H", "H", "H", "H"],
  "positions_angstrom": [[1.1482, -3.1303, 1.8964], [0.5905, -2.1502, 1.4910], [0.9278, -1.6098, 0.1188], [2.1527, -2.3496, -0.3586], [-0.1536, -1.5957, 2.0820], [0.1242, -1.7994, -0.5908], [1.1570, -0.5453, 0.1076], [2.5448, -1.9153, -1.1988], [2.8670, -2.3602, 0.3744], [1.9436, -3.3291, -0.5625], [-1.8160, 3.0835, -1.1437], [-1.3654, 2.4404, 0.1231], [-1.0450, 1.1714, 0.3011], [-1.2077, 3.9437, -1.4065], [-1.8479, 2.3687, -1.9679], [-2.8478, 3.4182, -1.0121], [-1.2828, 3.1061, 0.9771], [-0.7960, 0.7933, 1.2862], [-1.0936, 0.4599, -0.5168]],
  "atomic_forces_ev_per_a": [[0.11, -0.04, 0.00], [-0.10, 0.12, 0.24], [0.40, -0.07, -0.31], [-0.05, 0.11, -0.17], [-0.07, -0.06, -0.11], [-0.09, 0.05, 0.02], [-0.11, 0.04, 0.14], [-0.05, -0.08, 0.08], [-0.01, -0.03, 0.04], [-0.03, -0.03, 0.06], [-0.44, -0.50, -0.06], [0.28, 0.49, 0.13], [-0.04, -0.38, -0.03], [0.05, 0.07, -0.03], [0.21, 0.06, -0.03], [0.06, 0.22, 0.02], [-0.11, -0.02, 0.06], [0.07, 0.04, 0.01], [-0.10, -0.01, -0.06]],
  "e_lumo_ev": -4.0,
  "orbital_gap_ev": 8.78,
  "homo_ev": -12.8,
  "energy_ev": -8909.122,
  "e_above_lowest_kj_mol": 145.4,
  "total_charge": 1
}